i:
ORCA calculation (wB97M-V/def2-TZVPD) on an isolated ion of composition C6H10N3O and charge +1.

The value obtained for the gap between HOMO and LUMO is 8.549 eV. Its LUMO energy is -3.36 eV.

Geometry as ORCA input:
```
! RIJCOSX wB97M-V def2-TZVPD def2/J DEFGRID3
* xyz 1 1
C 0.803 0.973 -1.268
C 0.387 0.282 -2.452
C 0.693 0.940 0.036
C -0.246 -0.819 1.085
C 0.758 1.608 1.355
C -0.696 -0.564 -2.552
N 0.061 -0.491 2.263
N 0.677 0.771 2.534
N -0.524 -2.000 0.631
O -1.522 -0.863 -1.616
H 1.383 1.821 -1.464
H 0.930 0.383 -3.414
H 1.610 2.229 1.429
H -0.180 2.348 1.262
H -0.842 -0.608 -3.639
H -0.038 -1.103 3.096
H 0.868 1.011 3.557
H -0.749 -2.743 1.268
H -1.004 -1.922 -0.205
H -2.369 -1.253 -1.907
*
```

natural (NBO) atomic charge list, values in e, 2 entries: -0.3012 -0.3374

ii:
ORCA calculation (wB97M-V/def2-TZVPD) on a 2-piece molecular cluster, C6H10N3O overall.

The value obtained for the gap between HOMO and LUMO is 8.810 eV. Its LUMO energy is -3.77 eV.

Geometry as ORCA input:
```
! RIJCOSX wB97M-V def2-TZVPD def2/J DEFGRID3
* xyz 1 1
C 2.805 -0.884 -1.001
C 1.458 -0.752 -0.994
C 3.569 -0.027 -0.133
C 0.812 0.233 -0.258
C -1.749 0.454 1.156
C -1.504 0.261 -0.329
N 2.939 0.860 0.631
N 1.590 1.009 0.433
N -1.712 1.286 -1.110
O -1.521 -0.859 -1.044
H 3.267 -1.601 -1.614
H 0.959 -1.477 -1.681
H 4.601 -0.231 0.270
H -0.954 1.008 1.462
H -2.669 1.074 1.267
H -1.948 -0.486 1.784
H 1.325 1.916 0.866
H -1.917 1.043 -2.110
H -2.166 2.196 -0.919
H -1.415 -1.732 -0.740
*
```

natural (NBO) atomic charge list, values in e, 2 entries: -0.1376 -0.2687

In order of decreasing stability: ii, i.

i:
ORCA calculation (wB97M-V/def2-TZVPD) on an isolated ion of composition CH4Cl2N3S and charge +1.

The value obtained for the gap between HOMO and LUMO is 8.559 eV. Its structure (SMILES) is [NH3+]C(=S)NN(Cl)Cl. Its LUMO energy is -5.37 eV.

Geometry as ORCA input:
```
! RIJCOSX wB97M-V def2-TZVPD def2/J DEFGRID3
* xyz 1 1
N 0.657 -0.032 -0.275
C -0.177 -0.638 0.834
S 0.209 -2.098 1.474
N -1.171 0.211 1.086
N -1.299 1.295 0.198
Cl -1.116 2.913 1.029
Cl -2.941 1.135 -0.449
H 1.448 0.382 0.340
H 0.811 -0.611 -1.027
H -0.065 0.758 -0.676
H -1.743 0.171 1.870
*
```

natural (NBO) atomic charge list, values in e, 2 entries: -0.7717 0.1554

ii:
ORCA calculation (wB97M-V/def2-TZVPD) on an isolated ion of composition CH4Cl2N3S and charge +1.

The value obtained for the gap between HOMO and LUMO is 5.044 eV. Its structure (SMILES) is NC(=S)N[NH+](Cl)Cl. Its LUMO energy is -8.09 eV.

Geometry as ORCA input:
```
! RIJCOSX wB97M-V def2-TZVPD def2/J DEFGRID3
* xyz 1 1
N 0.917 -0.368 -0.805
C 0.744 -0.651 0.479
S 1.738 -1.622 1.330
N -0.489 -0.347 1.147
N -1.531 0.487 0.825
Cl -1.857 1.832 2.286
Cl -3.118 -0.463 0.326
H 0.227 -0.061 -1.437
H 1.851 -0.195 -1.183
H -0.607 -0.659 2.124
H -1.221 0.955 0.019
*
```

natural (NBO) atomic charge list, values in e, 2 entries: -0.7806 0.1815

In order of decreasing stability: i, ii.

i:
ORCA calculation (wB97M-V/def2-TZVPD) on a 2-piece molecular cluster, C8H8N4O4 overall.

The value obtained for the gap between HOMO and LUMO is 9.558 eV. Its structure (SMILES) is O=c1cc[nH]c(=O)[nH]1.O=c1cc[nH]c(=O)[nH]1. Its LUMO energy is -0.23 eV.

Geometry as ORCA input:
```
! RIJCOSX wB97M-V def2-TZVPD def2/J DEFGRID3
* xyz 0 1
O -1.143 -0.120 2.353
C -1.697 -0.380 1.310
C -1.896 -1.652 0.682
C -2.423 -1.667 -0.528
N -2.881 -0.556 -1.244
C -2.695 0.699 -0.794
O -2.897 1.755 -1.411
N -2.055 0.734 0.470
H -1.541 -2.650 1.085
H -2.307 -2.569 -1.317
H -3.293 -0.718 -2.205
H -1.440 1.585 0.806
O 0.992 2.307 0.574
C 1.447 1.228 0.167
C 0.574 -0.025 0.135
C 1.086 -1.181 -0.150
N 2.525 -1.373 -0.088
C 3.443 -0.333 -0.333
O 4.546 -0.364 -0.917
N 2.834 0.920 0.135
H -0.570 0.156 0.061
H 0.678 -2.163 -0.244
H 2.915 -2.182 -0.563
H 3.575 1.701 -0.261
*
```

natural (NBO) atomic charge list, values in e, 2 entries: -0.5498 0.6347

ii:
ORCA calculation (wB97M-V/def2-TZVPD) on a 2-piece molecular cluster, C8H8N4O4 overall.

The value obtained for the gap between HOMO and LUMO is 9.369 eV. Its structure (SMILES) is O=c1cc[nH]c(=O)[nH]1.O=c1cc[nH]c(=O)[nH]1. Its LUMO energy is -0.27 eV.

Geometry as ORCA input:
```
! RIJCOSX wB97M-V def2-TZVPD def2/J DEFGRID3
* xyz 0 1
O -1.475 -2.537 -0.400
C -1.821 -1.366 -0.426
C -1.933 -0.350 -1.456
C -2.139 0.960 -1.053
N -2.815 1.273 0.304
C -2.202 0.467 1.248
O -2.203 0.769 2.379
N -1.860 -0.895 0.747
H -1.511 -0.372 -2.628
H -2.005 1.800 -1.940
H -2.736 2.224 0.702
H -1.713 -1.433 1.514
O 1.632 2.676 0.099
C 1.940 1.402 0.108
C 2.182 0.680 -1.081
C 2.390 -0.696 -1.096
N 2.388 -1.379 0.134
C 1.938 -0.837 1.280
O 1.505 -1.503 2.150
N 2.165 0.603 1.274
H 1.954 1.313 -2.002
H 2.196 -1.417 -2.086
H 2.544 -2.448 0.225
H 1.580 1.070 2.007
*
```

natural (NBO) atomic charge list, values in e, 2 entries: -0.6061 0.5998

In order of decreasing stability: i, ii.